Run one
ORCA calculation (wB97M-V/def2-TZVPD) on the molecule C5H4N2O2S.

Geometry as XYZ:
```
14
Properties=species:S:1:pos:R:3:nbo_charge:R:1
O -0.2381 0.7352 -2.5764 -0.533
C -0.5498 0.8738 -1.3947 0.757
O -1.7205 1.4787 -0.9269 -0.661
C 0.3261 0.4409 -0.2498 0.047
N 1.4958 1.0521 -0.1207 -0.319
C 2.2323 0.6339 0.8319 -0.051
C 1.9057 -0.2758 1.6818 0.000
N 0.7435 -0.9982 1.5537 -0.416
C -0.0761 -0.6508 0.5924 0.041
S -1.5767 -1.4983 0.3756 0.109
H -2.2548 1.5713 -1.5977 0.477
H 3.2038 1.1164 0.9161 0.200
H 2.5247 -0.9007 2.4848 0.229
H -1.2839 -2.0344 1.4145 0.119
```

Spin multiplicity: 1
Charge: 0
Molecular weight, g mol⁻¹: 156.17
SMILES: O=C(O)c1nccnc1S
E_LUMO, eV: -0.1037

---

Run two
ORCA calculation (wB97M-V/def2-TZVPD) on the molecule C5H4N2O2S.

Geometry as XYZ:
```
14
Properties=species:S:1:pos:R:3:nbo_charge:R:1
O -1.9209 -1.9482 -0.4470 -0.521
C -1.5075 -0.9452 -0.0427 0.766
O -2.2526 0.0708 0.5203 -0.697
C -0.0551 -0.6414 0.0610 -0.013
N 0.8173 -1.6147 0.0686 -0.320
C 2.0632 -1.4151 0.0847 -0.046
C 2.5465 -0.1166 0.0653 0.052
N 1.7652 0.9251 -0.0273 -0.421
C 0.4588 0.6746 -0.0462 0.076
S -0.5626 2.1157 -0.1386 0.057
H -3.1811 -0.2309 0.5325 0.502
H 2.4188 -2.3189 0.0701 0.212
H 3.6145 0.1203 0.1377 0.201
H 0.4232 3.0881 -0.1308 0.151
```

Spin multiplicity: 1
Charge: 0
Molecular weight, g mol⁻¹: 156.17
SMILES: O=C(O)c1nccnc1S
E_LUMO, eV: -0.0633

---

Run three
ORCA calculation (wB97M-V/def2-TZVPD) on the molecule C5H4N2O2S.

Geometry as XYZ:
```
14
Properties=species:S:1:pos:R:3:nbo_charge:R:1
O -2.5587 -0.4553 -0.5747 -0.351
N -2.7415 -1.1651 0.3657 0.451
O -3.7185 -1.7652 0.6868 -0.355
S -1.3631 -1.3529 1.5170 0.334
C -0.1162 -0.4679 0.5895 0.024
C 0.3891 0.7321 1.0625 -0.237
C 1.3360 1.3696 0.2752 -0.165
C 1.7167 0.7869 -0.9239 -0.235
C 1.1436 -0.4256 -1.2843 0.046
N 0.2519 -1.0435 -0.5349 -0.399
H 0.0501 1.1447 1.9989 0.235
H 1.7619 2.3098 0.5921 0.224
H 2.4429 1.2605 -1.5650 0.225
H 1.4060 -0.9282 -2.2048 0.201
```

Spin multiplicity: 1
Charge: 0
Molecular weight, g mol⁻¹: 156.17
SMILES: O=[N+]([O-])Sc1ccccn1
E_LUMO, eV: -0.1540

---

Most stable to least stable, the ends of the list are run two and run three.

---

Run one
ORCA calculation (wB97M-V/def2-TZVPD) on a structure of composition C51H71N7O5S3Ti.

Geometry as XYZ:
```
138
Properties=species:S:1:pos:R:3:lowdin_charge:R:1
Ti -0.3386 -0.1146 0.2881 1.091
C -1.5781 6.6219 3.1393 -0.049
C -2.2601 5.3412 3.6406 -0.557
C -2.2618 5.3357 5.1757 -0.047
C -3.7139 5.3596 3.1655 -0.072
C -1.4976 4.1192 3.1241 -0.170
C -2.1038 3.1636 2.3134 0.036
C -1.3698 2.0636 1.8807 -0.181
N -1.7513 1.0265 1.0312 -0.010
C -3.0508 0.7900 0.5682 -0.175
C -4.2658 1.1889 1.1000 0.030
C -5.4556 0.8163 0.4728 -0.166
C -5.3904 0.0224 -0.6654 0.023
C -4.1859 -0.4490 -1.2017 -0.086
C -3.0213 -0.0517 -0.5556 -0.248
O -1.7741 -0.4500 -0.8842 -0.254
C -4.1347 -1.3836 -2.4089 -0.530
C -3.5430 -2.7340 -1.9762 -0.039
C -5.5239 -1.6430 -2.9947 -0.071
C -3.2703 -0.7613 -3.5155 -0.044
C -6.7805 1.2898 1.0742 -0.556
C -6.9205 0.7413 2.5013 -0.047
C -6.8036 2.8245 1.1185 -0.045
C -7.9887 0.8204 0.2636 -0.070
C -0.0052 1.9671 2.1857 -0.254
O 0.5990 0.9465 1.5435 -0.196
C 0.6259 2.8878 3.0207 -0.092
C -0.1606 3.9486 3.4755 0.007
C 2.1141 2.7914 3.3613 -0.526
C 2.9164 3.2607 2.1402 -0.048
C 2.5160 1.3528 3.7214 -0.034
C 2.4822 3.6815 4.5522 -0.066
H -2.1100 7.5042 3.5038 0.083
H -1.5726 6.6519 2.0475 0.087
H -0.5448 6.6853 3.4829 0.076
H -2.8071 6.2025 5.5573 0.083
H -1.2489 5.3708 5.5781 0.076
H -2.7424 4.4322 5.5555 0.091
H -4.2138 6.2474 3.5577 0.085
H -4.2640 4.4853 3.5205 0.082
H -3.7846 5.3920 2.0762 0.087
H -3.1272 3.2850 2.0030 0.078
H -4.2993 1.7534 2.0192 0.098
H -6.3093 -0.2646 -1.1514 0.082
H -4.1833 -3.2022 -1.2249 0.091
H -2.5464 -2.6175 -1.5544 0.042
H -3.4760 -3.4065 -2.8358 0.085
H -6.1826 -2.1334 -2.2756 0.085
H -5.4279 -2.3027 -3.8594 0.084
H -6.0022 -0.7199 -3.3293 0.087
H -2.2512 -0.5922 -3.1735 0.042
H -3.6965 0.1919 -3.8391 0.090
H -3.2323 -1.4297 -4.3797 0.084
H -6.1078 1.0814 3.1445 0.076
H -6.9087 -0.3502 2.4959 0.090
H -7.8622 1.0740 2.9451 0.083
H -5.9879 3.2215 1.7252 0.064
H -7.7441 3.1787 1.5480 0.084
H -6.7062 3.2394 0.1132 0.091
H -8.0508 -0.2688 0.2276 0.086
H -7.9576 1.1979 -0.7604 0.087
H -8.9043 1.1911 0.7288 0.083
H 0.2930 4.6842 4.1246 0.092
H 2.6604 2.6744 1.2594 0.027
H 3.9903 3.1617 2.3284 0.084
H 2.7029 4.3111 1.9261 0.085
H 2.4206 0.6806 2.8719 0.059
H 1.8896 0.9642 4.5273 0.098
H 3.5539 1.3408 4.0655 0.082
H 2.3580 4.7428 4.3305 0.078
H 3.5328 3.5248 4.8043 0.083
H 1.8827 3.4399 5.4323 0.093
N 0.7112 3.7931 -0.7171 0.023
C 0.0301 3.4758 -1.9697 -0.253
C -0.5681 2.0815 -1.8570 -0.200
N 0.4451 1.1224 -1.3357 -0.041
H 0.0643 3.8219 0.0675 0.077
H 1.1871 4.6837 -0.7594 0.079
H 0.7735 3.5018 -2.7715 0.114
H -0.7712 4.1731 -2.2405 0.112
H -0.9441 1.7276 -2.8158 0.124
H -1.4138 2.1066 -1.1706 0.102
H 1.2034 1.6914 -0.9561 0.017
H 0.8137 0.5439 -2.0859 0.053
O 2.1682 -4.7876 2.2588 0.057
C 0.8492 -4.9067 2.4900 -0.262
C 0.4200 -6.0663 3.1367 -0.015
C -0.9180 -6.2591 3.4108 -0.080
C -1.8640 -5.3013 3.0503 -0.088
C -1.4461 -4.1522 2.4139 -0.015
C -0.0958 -3.9346 2.1213 -0.069
C 0.2760 -2.6828 1.4412 -0.393
O -0.6456 -1.8150 1.2151 -0.102
N 1.5246 -2.4967 1.0835 -0.008
N 1.6967 -1.2642 0.4460 -0.127
C 2.9247 -0.9051 0.4137 -0.879
S 3.4545 0.5456 -0.4117 0.969
C 5.2133 0.1178 -0.3707 -0.487
C 5.4743 -0.5825 0.9463 -0.494
S 4.1909 -1.8394 1.1827 0.995
H 2.3246 -3.9291 1.8119 0.040
H 1.1667 -6.7987 3.4129 0.117
H -1.2311 -7.1659 3.9133 0.103
H -2.9120 -5.4540 3.2677 0.099
H -2.1555 -3.3895 2.1230 0.119
H 5.7741 1.0485 -0.4522 0.085
H 5.4512 -0.5251 -1.2181 0.057
H 5.4431 0.1196 1.7793 0.075
H 6.4361 -1.0943 0.9395 0.083
C 2.1396 -7.6553 -3.7723 -0.103
C 1.4758 -6.3083 -3.5211 -0.236
C 2.3014 -5.1699 -4.1079 -0.180
N 1.7100 -3.8523 -3.8722 0.023
C 1.4845 -3.2956 -2.6707 -0.838
S 0.2351 -2.2199 -2.4269 0.766
N 2.3029 -3.7142 -1.6433 0.120
C 3.6686 -4.0193 -1.6879 -0.439
O 4.1417 -4.8076 -0.9059 0.109
C 4.5209 -3.2786 -2.6710 -0.160
C 5.7214 -3.8642 -3.0621 -0.016
C 6.5804 -3.1847 -3.9097 -0.066
C 6.2513 -1.9097 -4.3536 -0.075
C 5.0629 -1.3166 -3.9504 -0.073
C 4.1932 -2.0010 -3.1145 -0.048
H 1.5456 -8.4682 -3.3566 0.074
H 3.1270 -7.6951 -3.3083 0.076
H 2.2625 -7.8441 -4.8409 0.074
H 1.3582 -6.1446 -2.4474 0.110
H 0.4738 -6.2857 -3.9566 0.115
H 2.3877 -5.2781 -5.1900 0.131
H 3.3206 -5.2066 -3.7228 0.100
H 1.0771 -3.5085 -4.5782 0.121
H 1.8957 -3.6970 -0.7085 0.118
H 5.9691 -4.8476 -2.6838 0.123
H 7.5095 -3.6442 -4.2202 0.106
H 6.9254 -1.3765 -5.0116 0.105
H 4.8120 -0.3187 -4.2863 0.109
H 3.2745 -1.5282 -2.7894 0.094
```

Spin multiplicity: 1
Charge: 0
Molecular weight, g mol⁻¹: 1006.24
E_LUMO, eV: -0.1178

---

Run two
ORCA calculation (wB97M-V/def2-TZVPD) on a structure of composition C51H71N7O5S3Ti.

Geometry as XYZ:
```
138
Properties=species:S:1:pos:R:3:lowdin_charge:R:1
Ti -0.7741 0.2971 0.0124 1.170
C -2.0602 6.9997 -3.6556 -0.070
C -2.4043 6.3387 -2.3206 -0.557
C -3.9331 6.2629 -2.2027 -0.046
C -1.8546 7.2235 -1.1924 -0.046
C -1.8163 4.9324 -2.1964 -0.168
C -2.0364 4.2109 -1.0278 0.034
C -1.5163 2.9318 -0.8907 -0.193
N -1.6394 2.0627 0.1787 -0.043
C -2.3178 2.2322 1.3786 -0.178
C -2.6141 3.3929 2.0712 0.023
C -3.2707 3.3182 3.3003 -0.169
C -3.5917 2.0630 3.7964 0.009
C -3.2960 0.8594 3.1422 -0.082
C -2.6433 0.9624 1.9182 -0.225
O -2.2338 -0.0605 1.1440 -0.178
C -3.6647 -0.4564 3.8430 -0.528
C -2.7898 -0.5982 5.0972 -0.036
C -3.4604 -1.7088 2.9849 -0.046
C -5.1457 -0.4214 4.2501 -0.051
C -3.5967 4.6117 4.0476 -0.557
C -4.4945 5.4938 3.1677 -0.047
C -2.2966 5.3677 4.3581 -0.049
C -4.3259 4.3562 5.3671 -0.069
C -0.7999 2.3287 -1.9493 -0.253
O -0.4658 1.0288 -1.7257 -0.232
C -0.5406 3.0479 -3.1192 -0.087
C -1.0571 4.3445 -3.2028 0.016
C 0.3240 2.4705 -4.2438 -0.520
C 0.5496 3.4676 -5.3817 -0.063
C 1.6989 2.0883 -3.6699 -0.041
C -0.3356 1.2230 -4.8390 -0.055
H -2.5107 7.9934 -3.6946 0.083
H -0.9818 7.1164 -3.7801 0.086
H -2.4467 6.4246 -4.4991 0.087
H -4.3691 7.2614 -2.2873 0.083
H -4.3482 5.6369 -2.9949 0.091
H -4.2421 5.8409 -1.2456 0.075
H -2.2628 8.2343 -1.2699 0.084
H -2.1190 6.8298 -0.2098 0.070
H -0.7660 7.2863 -1.2492 0.090
H -2.6428 4.6276 -0.2379 0.091
H -2.3026 4.3500 1.6775 0.095
H -4.0853 2.0006 4.7553 0.089
H -1.7333 -0.6349 4.8208 0.087
H -2.9328 0.2373 5.7847 0.079
H -3.0348 -1.5233 5.6255 0.086
H -2.4126 -1.8661 2.7379 0.067
H -3.8094 -2.5783 3.5482 0.087
H -4.0221 -1.6547 2.0522 0.092
H -5.3703 0.3931 4.9389 0.071
H -5.7792 -0.3040 3.3687 0.092
H -5.4149 -1.3580 4.7438 0.083
H -4.0023 5.7571 2.2299 0.069
H -5.4241 4.9753 2.9261 0.091
H -4.7418 6.4221 3.6890 0.083
H -1.7529 5.6207 3.4468 0.074
H -2.5167 6.2980 4.8877 0.083
H -1.6415 4.7602 4.9857 0.089
H -5.2754 3.8419 5.2075 0.087
H -3.7194 3.7613 6.0525 0.086
H -4.5397 5.3104 5.8528 0.083
H -0.8628 4.9110 -4.0985 0.079
H 1.0617 4.3685 -5.0385 0.088
H 1.1718 2.9954 -6.1445 0.086
H -0.3901 3.7602 -5.8538 0.089
H 2.1746 2.9547 -3.2041 0.095
H 1.5975 1.3053 -2.9160 0.046
H 2.3580 1.7379 -4.4711 0.080
H -1.3572 1.4433 -5.1570 0.099
H 0.2236 0.8772 -5.7133 0.076
H -0.3811 0.4272 -4.0992 0.012
N 3.2234 -0.7540 0.9870 0.006
C 3.3740 0.6893 1.0379 -0.267
C 2.4475 1.4268 0.0838 -0.207
N 1.0377 1.6140 0.5216 0.002
H 3.8248 -1.2106 1.6596 0.079
H 3.4182 -1.1213 0.0628 -0.011
H 4.3897 1.0281 0.7902 0.107
H 3.1847 1.0263 2.0636 0.116
H 2.4276 0.9183 -0.8824 0.074
H 2.8794 2.4185 -0.0749 0.119
H 0.7023 2.4495 0.0458 0.084
H 1.0006 1.8424 1.5136 0.117
O 1.6015 -1.1429 3.5269 0.048
C 1.0833 -2.3875 3.5326 -0.260
C 1.3302 -3.1730 4.6582 -0.016
C 0.8319 -4.4568 4.7389 -0.083
C 0.0708 -4.9861 3.6994 -0.092
C -0.1842 -4.2104 2.5879 -0.026
C 0.3141 -2.9092 2.4781 -0.076
C -0.0347 -2.0982 1.2944 -0.411
O 0.2666 -0.8251 1.2821 -0.182
N -0.6583 -2.6610 0.3082 0.046
N -0.9984 -1.7244 -0.6726 -0.175
C -1.4866 -2.2774 -1.7232 -0.900
S -1.6265 -4.0190 -1.8222 0.960
C -2.2766 -4.0110 -3.5188 -0.517
C -3.0825 -2.7455 -3.7103 -0.499
S -2.0894 -1.3671 -3.0763 0.987
H 1.3962 -0.7564 2.6509 0.058
H 1.9180 -2.7449 5.4597 0.116
H 1.0296 -5.0510 5.6223 0.102
H -0.3266 -5.9898 3.7661 0.098
H -0.7879 -4.5884 1.7741 0.110
H -2.8954 -4.9006 -3.6362 0.079
H -1.4479 -4.0570 -4.2245 0.064
H -4.0232 -2.7869 -3.1622 0.081
H -3.2854 -2.5404 -4.7609 0.083
C 6.4011 -0.3311 -5.7682 -0.102
C 5.4115 -0.6381 -4.6512 -0.238
C 4.9114 -2.0764 -4.7344 -0.178
N 3.9582 -2.4139 -3.6785 0.024
C 2.7541 -1.8515 -3.4907 -0.843
S 2.0222 -1.7976 -1.9982 0.771
N 2.1458 -1.2871 -4.5973 0.118
C 2.0437 -1.7662 -5.9095 -0.409
O 1.8016 -0.9942 -6.8077 0.106
C 2.1547 -3.2378 -6.1366 -0.160
C 2.5880 -3.6748 -7.3843 -0.022
C 2.6549 -5.0296 -7.6610 -0.068
C 2.2689 -5.9534 -6.6978 -0.074
C 1.8146 -5.5191 -5.4600 -0.064
C 1.7612 -4.1636 -5.1742 -0.026
H 6.7555 0.6967 -5.7004 0.073
H 5.9347 -0.4608 -6.7466 0.076
H 7.2697 -0.9907 -5.7189 0.074
H 4.5553 0.0376 -4.7161 0.100
H 5.8746 -0.4763 -3.6745 0.114
H 5.7445 -2.7734 -4.6356 0.131
H 4.4754 -2.2645 -5.7144 0.104
H 4.3349 -2.8106 -2.8317 0.124
H 1.5349 -0.5065 -4.3921 0.093
H 2.8626 -2.9382 -8.1286 0.122
H 3.0009 -5.3667 -8.6291 0.106
H 2.3168 -7.0126 -6.9145 0.105
H 1.5051 -6.2387 -4.7129 0.108
H 1.4007 -3.8303 -4.2077 0.099
```

Spin multiplicity: 1
Charge: 0
Molecular weight, g mol⁻¹: 1006.24
E_LUMO, eV: -0.1077

---

Most stable to least stable, the ends of the list are run one and run two.